{
  "formula": "C54H55N11",
  "method": "the ωB97M-V functional and the def2-TZVPD basis",
  "smiles": "c1cc[nH]c1.c1ccncc1.c1ccncc1.c1ccncc1.c1ccncc1.c1ccncc1.c1ccncc1.c1ccncc1.c1ccncc1.c1ccncc1.c1ccncc1",
  "homo_lumo_gap_ev": 8.72,
  "e_homo_ev": -8.23,
  "max_force_ev_per_a": 2.06,
  "charge": 0,
  "e_lumo_ev": 0.5,
  "relative_energy_kcal_mol": 33.43,
  "spin_multiplicity": 1,
  "elements": ["C", "C", "C", "N", "C", "H", "H", "H", "H", "H", "C", "C", "C", "N", "C", "C", "H", "H", "H", "H", "H", "C", "C", "C", "N", "C", "C", "H", "H", "H", "H", "H", "C", "C", "C", "N", "C", "C", "H", "H", "H", "H", "H", "C", "C", "C", "N", "C", "C", "H", "H", "H", "H", "H", "C", "C", "C", "N", "C", "C", "H", "H", "H", "H", "H", "C", "C", "C", "N", "C", "C", "H", "H", "H", "H", "H", "C", "C", "C", "N", "C", "C", "H", "H", "H", "H", "H", "C", "C", "C", "N", "C", "C", "H", "H", "H", "H", "H", "C", "C", "C", "N", "C", "C", "H", "H", "H", "H", "H", "C", "C", "C", "N", "C", "C", "H", "H", "H", "H", "H"],
  "xyz": [[0.600, -2.833, -4.514], [0.226, -4.058, -5.158], [-0.938, -4.451, -4.501], [-1.301, -3.470, -3.632], [-0.444, -2.424, -3.730], [1.479, -2.276, -4.797], [0.674, -4.476, -6.041], [-1.570, -5.312, -4.649], [-2.107, -3.524, -3.035], [-0.661, -1.417, -3.410], [-1.019, -2.217, 5.155], [-0.408, -2.813, 6.232], [-0.823, -2.490, 7.520], [-1.747, -1.554, 7.766], [-2.326, -0.977, 6.709], [-1.960, -1.234, 5.380], [-0.649, -2.365, 4.146], [0.403, -3.503, 6.029], [-0.427, -2.965, 8.409], [-3.004, -0.144, 6.859], [-2.374, -0.643, 4.576], [7.292, 0.341, -1.239], [7.828, 1.512, -1.707], [7.266, 2.734, -1.314], [6.143, 2.822, -0.613], [5.664, 1.682, -0.066], [6.233, 0.447, -0.332], [7.717, -0.643, -1.378], [8.627, 1.469, -2.437], [7.783, 3.661, -1.527], [4.802, 1.793, 0.578], [5.738, -0.410, 0.109], [2.808, 0.028, 5.807], [3.287, 0.980, 4.926], [2.348, 1.733, 4.211], [1.051, 1.722, 4.473], [0.594, 0.922, 5.431], [1.454, 0.067, 6.129], [3.485, -0.659, 6.298], [4.344, 1.181, 4.818], [2.790, 2.511, 3.597], [-0.448, 0.910, 5.712], [0.982, -0.600, 6.833], [-6.860, -2.226, 2.427], [-6.302, -2.552, 3.641], [-5.071, -1.994, 3.985], [-4.252, -1.385, 3.128], [-4.821, -1.107, 1.921], [-6.122, -1.433, 1.550], [-7.875, -2.493, 2.161], [-6.778, -3.282, 4.282], [-4.585, -2.313, 4.903], [-4.192, -0.535, 1.251], [-6.470, -1.119, 0.579], [-0.909, 2.842, -4.644], [-1.189, 2.358, -3.380], [-1.462, 3.268, -2.348], [-1.418, 4.583, -2.472], [-1.154, 5.044, -3.710], [-0.906, 4.222, -4.803], [-0.679, 2.143, -5.438], [-1.318, 1.316, -3.121], [-1.768, 2.845, -1.397], [-1.217, 6.111, -3.875], [-0.697, 4.666, -5.767], [3.554, -0.156, -5.518], [2.307, 0.315, -5.123], [2.254, 1.110, -3.993], [3.346, 1.511, -3.319], [4.534, 1.091, -3.730], [4.681, 0.229, -4.827], [3.588, -0.774, -6.408], [1.395, -0.051, -5.574], [1.314, 1.426, -3.565], [5.358, 1.515, -3.166], [5.661, -0.134, -5.107], [-1.188, -3.938, -0.159], [-1.931, -3.983, 1.015], [-2.194, -5.191, 1.635], [-1.625, -6.341, 1.216], [-0.865, -6.285, 0.111], [-0.682, -5.129, -0.645], [-0.981, -2.953, -0.553], [-2.421, -3.111, 1.434], [-2.793, -5.380, 2.516], [-0.484, -7.238, -0.230], [-0.143, -5.199, -1.581], [0.391, -0.136, 1.507], [-0.725, -0.380, 0.719], [-0.692, -0.181, -0.647], [0.401, 0.289, -1.303], [1.422, 0.627, -0.513], [1.509, 0.338, 0.851], [0.294, -0.459, 2.535], [-1.612, -0.795, 1.185], [-1.488, -0.591, -1.260], [2.253, 1.037, -1.080], [2.401, 0.602, 1.405], [-6.500, 1.298, -1.927], [-5.199, 1.798, -1.813], [-4.201, 0.839, -1.713], [-4.370, -0.480, -1.697], [-5.649, -0.885, -1.867], [-6.760, -0.066, -1.989], [-7.316, 1.990, -2.104], [-5.095, 2.871, -1.836], [-3.188, 1.224, -1.778], [-5.698, -1.953, -2.049], [-7.674, -0.528, -2.331], [2.439, 4.010, 0.698], [1.977, 4.257, -0.598], [2.501, 5.353, -1.258], [3.455, 6.174, -0.778], [3.911, 5.894, 0.445], [3.472, 4.790, 1.176], [1.959, 3.210, 1.247], [1.170, 3.679, -1.025], [2.120, 5.666, -2.222], [4.581, 6.590, 0.930], [3.858, 4.569, 2.164]]
}